Here is a 12-piece molecular cluster, C60H138N14O12 overall in a non-equilibrium geometry from the OMol25 dataset. Energies are from ωB97M-V with the def2-TZVPD basis set.

Geometry (Å):
C: 8.75422 15.97312 10.67932
O: 9.46737 16.18148 11.88536
H: 7.68324 16.15129 10.85598
H: 8.92716 16.72693 9.92140
H: 8.82080 15.00377 10.19438
H: 10.00273 15.45048 12.16515
C: 15.73806 15.10010 18.81313
O: 16.15183 14.14485 17.89429
H: 15.99710 16.10829 18.45037
H: 14.68945 14.96136 19.05951
H: 16.14167 14.94672 19.78832
H: 17.03728 14.24622 17.55055
C: 16.06545 13.08538 12.53315
C: 16.54819 14.11624 11.46889
C: 16.67255 13.46245 10.02279
C: 15.35795 13.03590 9.49456
C: 14.53089 14.32993 9.42320
C: 14.30078 15.00384 10.75955
N: 15.62541 15.25212 11.35227
O: 15.63304 15.91575 12.57825
C: 13.76874 16.42492 10.42284
C: 13.26943 14.36377 11.71070
C: 17.86441 14.74530 11.84424
H: 16.93768 12.60824 12.97666
H: 15.41977 12.34644 12.09044
H: 15.51416 13.56695 13.32663
H: 17.15994 14.18651 9.37678
H: 17.37412 12.58632 10.11592
H: 14.95457 12.25676 10.14640
H: 15.49168 12.42264 8.59596
H: 13.53339 14.22712 8.98287
H: 15.05243 15.04573 8.77626
H: 13.80550 17.05787 11.30613
H: 14.47065 16.95340 9.74057
H: 12.74142 16.33992 10.07642
H: 12.97223 15.02944 12.50030
H: 12.34569 14.07098 11.13586
H: 13.68418 13.40443 12.13249
H: 17.81567 15.12020 12.84319
H: 17.94952 15.43882 11.03718
H: 18.63982 13.97905 11.89560
H: 14.87879 15.55592 13.14346
C: 12.79930 8.95277 14.44233
C: 11.91486 9.91914 15.10714
C: 11.70667 9.61678 16.62273
C: 12.88478 10.01272 17.56124
C: 13.06918 11.52394 17.33909
C: 13.44879 11.88598 15.85024
N: 12.27616 11.42371 14.99660
O: 12.55548 11.83850 13.62485
C: 13.50496 13.42048 15.76265
C: 14.81754 11.34733 15.36256
C: 10.48002 9.84087 14.55599
H: 13.65567 8.71096 15.08866
H: 13.13711 9.30424 13.44138
H: 12.32445 7.99660 14.26394
H: 10.77179 10.05129 16.96837
H: 11.45583 8.54763 16.72291
H: 13.72017 9.41260 17.29358
H: 12.58230 9.72532 18.58653
H: 13.90315 11.84695 17.95098
H: 12.18744 12.06209 17.58469
H: 13.71302 13.62354 14.72377
H: 12.55286 13.78269 16.12986
H: 14.38831 13.76210 16.24875
H: 15.52772 12.02732 15.77586
H: 15.03700 10.31146 15.73987
H: 14.82298 11.24360 14.26409
H: 10.03817 8.86715 14.80843
H: 10.50960 9.96174 13.48246
H: 9.82330 10.57062 15.04235
H: 11.83820 12.40381 13.25884
C: 10.44627 19.86694 17.82371
C: 11.83441 19.21314 17.89983
C: 11.59227 17.89095 18.59576
C: 10.93447 16.81753 17.76887
C: 11.85190 16.60409 16.53890
C: 11.89858 17.86042 15.67736
N: 12.51792 19.00998 16.54952
O: 12.46764 20.19584 15.82634
C: 12.85711 17.54123 14.55573
C: 10.57664 18.26598 15.07396
C: 12.75230 20.07123 18.77228
H: 10.22470 20.38817 18.75069
H: 9.61536 19.15041 17.75585
H: 10.27557 20.52402 16.93780
H: 12.55557 17.49555 18.92310
H: 11.11881 18.16071 19.54360
H: 9.85752 16.96975 17.58456
H: 10.87844 15.92939 18.40494
H: 11.58702 15.76892 15.93188
H: 12.87318 16.50281 16.89448
H: 13.28552 18.38149 14.01359
H: 13.72398 16.96340 15.07859
H: 12.46376 16.82960 13.82935
H: 9.67956 18.06694 15.66706
H: 10.49489 19.24023 14.59064
H: 10.50594 17.61452 14.14546
H: 13.77318 19.78416 18.51866
H: 12.56394 19.99830 19.87608
H: 12.72955 21.15700 18.56348
H: 11.52575 20.46196 15.63144
C: 19.82480 21.18662 20.21992
C: 18.89583 20.04339 20.52855
C: 19.29216 19.30777 21.87820
C: 18.25292 18.26686 22.35422
C: 16.94818 19.09396 22.59154
C: 16.43513 19.75249 21.26872
N: 17.55122 20.65060 20.83626
O: 17.10708 21.39134 19.71876
C: 15.93714 18.76141 20.24005
C: 15.21390 20.64818 21.66720
C: 18.84313 19.06157 19.27447
H: 19.62375 21.97324 21.02894
H: 19.46816 21.72431 19.38093
H: 20.86133 20.89258 20.17615
H: 20.26874 18.79313 21.71991
H: 19.33038 20.04398 22.67407
H: 18.65613 17.80886 23.24851
H: 18.08167 17.49151 21.61426
H: 17.07620 19.97733 23.28065
H: 16.18895 18.51020 23.11630
H: 15.71090 19.34066 19.35201
H: 16.65838 18.00504 19.93793
H: 14.99578 18.28508 20.57019
H: 15.50485 21.30876 22.49144
H: 14.91119 21.33431 20.89329
H: 14.50580 19.88008 21.96779
H: 19.87222 19.09873 18.87469
H: 18.13025 19.40840 18.55691
H: 18.65836 18.01381 19.46332
H: 16.96683 20.80642 18.96050
C: 8.39154 22.72259 10.16312
C: 8.93615 22.32684 11.54976
C: 10.46376 22.39783 11.58811
C: 11.02027 22.21769 13.01668
C: 10.57305 23.43921 13.84169
C: 9.04716 23.39707 13.92743
N: 8.37862 23.28659 12.57589
O: 6.97562 23.02366 12.80093
C: 8.57167 22.32783 14.88980
C: 8.61480 24.75733 14.50017
C: 8.54433 20.82288 11.82984
H: 8.96194 22.26675 9.35704
H: 8.36873 23.82678 10.05350
H: 7.34751 22.41966 10.03660
H: 10.83404 21.57658 11.00670
H: 10.88943 23.33438 11.17031
H: 12.09250 22.00259 12.95303
H: 10.65085 21.29656 13.48771
H: 10.80030 24.39187 13.32879
H: 10.96698 23.51292 14.86539
H: 7.49546 22.42941 14.89618
H: 8.82376 21.34216 14.53426
H: 8.97578 22.53755 15.90421
H: 9.20466 24.93894 15.41586
H: 8.68699 25.62825 13.85941
H: 7.56489 24.68744 14.77669
H: 9.25035 20.38700 12.52840
H: 8.65128 20.23138 10.89478
H: 7.46173 20.73682 12.14582
H: 6.54290 23.83794 12.57461
C: 11.18776 12.85871 22.18728
C: 10.49270 14.08005 21.59392
C: 9.29156 14.52428 22.43557
C: 9.78118 15.17199 23.77641
C: 10.64272 16.43612 23.42808
C: 11.85296 15.97266 22.56481
N: 11.34579 15.28050 21.37772
O: 12.48962 14.86064 20.56694
C: 12.49113 17.32596 22.14026
C: 12.94371 15.15073 23.36667
C: 9.93473 13.57835 20.22283
H: 12.28464 12.78331 21.97695
H: 10.76440 11.93713 21.67099
H: 10.98130 12.78943 23.25502
H: 8.79935 15.36698 21.87298
H: 8.72964 13.60648 22.68968
H: 10.31155 14.44406 24.38726
H: 8.88739 15.52257 24.29174
H: 11.00975 16.98080 24.30378
H: 9.94340 17.04495 22.81262
H: 11.74574 17.89566 21.56753
H: 12.67626 17.86492 23.05133
H: 13.38360 17.17344 21.56986
H: 12.40180 14.47601 24.06027
H: 13.46749 14.50869 22.59781
H: 13.72686 15.75297 23.84606
H: 9.25059 14.32558 19.84744
H: 9.38564 12.64633 20.43269
H: 10.74826 13.44928 19.51834
H: 12.13751 14.95523 19.66335
C: 10.86832 19.33519 9.97093
O: 9.77004 19.13709 9.50448
N: 11.79896 20.18228 9.43175
N: 11.26646 18.78780 11.10341
H: 11.58366 20.54031 8.52310
H: 12.73353 20.09445 9.75895
H: 12.17238 18.83776 11.52323
H: 10.49821 18.22219 11.48544
C: 15.92731 20.30479 16.57486
O: 17.09685 20.19692 17.01874
N: 15.25432 19.35964 15.98458
N: 15.22270 21.45528 16.84471
H: 14.27420 19.21291 16.32691
H: 15.87680 18.50258 15.72966
H: 15.84252 22.20687 17.06726
H: 14.52817 21.75614 16.16681
C: 9.81846 14.29385 14.33567
O: 10.66359 14.26644 13.40510
N: 8.86961 15.30370 14.49011
N: 9.94572 13.42646 15.44914
H: 8.80756 16.03172 13.77798
H: 8.05370 15.05893 15.01732
H: 9.59993 13.71838 16.33225
H: 10.57861 12.61163 15.30573
C: 15.27299 20.28741 11.85431
O: 14.04681 20.17268 11.84642
N: 15.87121 20.44798 10.76136
N: 15.84891 20.31093 13.07572
H: 15.34692 20.19416 9.88448
H: 16.83808 20.44767 10.66991
H: 15.20814 20.17117 13.86388
H: 16.76879 19.87506 13.26856

As for the HOMO-LUMO gap: 8.409 eV. The energy comes out at -109884.55079 eV. As for the spin multiplicity: 1. The structure (SMILES) is CC1(C)CCCC(C)(C)N1O.CC1(C)CCCC(C)(C)N1O.CC1(C)CCCC(C)(C)N1O.CC1(C)CCCC(C)(C)N1O.CC1(C)CCCC(C)(C)N1O.CC1(C)CCCC(C)(C)N1O.NC(N)=O.NC(N)=O.NC(N)=O.NC(N)=O.CO.CO. Its highest occupied orbital energy is -8.2 eV.

Results of the Löwdin charge analysis, in e, for atoms 1 through 5: number 1, C, carries -0.131; number 2, O, carries -0.152; number 3, H, carries 0.081; number 4, H, carries 0.057; number 5, H, carries 0.082